Run a
48
Properties=species:S:1:pos:R:3:mulliken_charge:R:1 method="wB97M-V/def2-TZVPD" total_charge=0 lumo_ev=-0.112
O -0.51 -1.42 -3.54 -0.691
O 3.97 2.09 -1.52 -0.635
O 3.38 2.10 2.74 -0.399
O -2.11 -0.85 -1.74 -0.294
O -3.62 -3.03 -0.18 -0.439
N -0.50 0.96 -0.80 0.124
C 2.00 0.49 2.14 -0.430
C -2.87 -1.40 1.47 -0.990
C 2.11 0.14 -3.12 -1.348
C -4.09 -2.00 -1.30 -0.932
C -0.13 0.13 -1.78 -0.300
C 3.05 -0.23 2.90 -0.733
C 1.64 1.73 -1.17 0.554
C 0.59 1.74 -0.51 -0.138
C 2.84 2.57 -0.98 0.204
C 2.45 1.78 1.87 0.163
C 0.39 2.93 0.97 -1.354
C 1.96 2.98 1.46 0.299
C 2.86 3.36 0.22 -0.694
C -2.98 -1.62 -2.34 -0.836
C 3.75 0.99 3.42 -0.449
C -2.13 -3.97 1.37 -1.504
C 1.19 0.54 -2.12 1.051
C -0.91 -0.79 -2.46 0.118
C -2.42 -2.67 0.51 0.736
H 1.90 3.81 2.06 0.555
H -3.80 -1.63 2.22 0.269
H 2.41 0.92 -3.92 0.285
H 1.62 -0.70 -3.84 0.275
H 2.37 4.31 -0.33 0.313
H -2.38 -2.58 -2.71 0.316
H 3.02 -0.34 -2.76 0.283
H -2.03 -4.67 0.79 0.646
H 3.77 3.61 0.78 0.445
H -1.51 -3.45 2.07 0.382
H -3.35 -1.41 -3.18 0.991
H -4.40 -0.84 -0.69 0.135
H -0.08 3.73 0.62 0.647
H 1.22 0.12 1.56 0.622
H -1.94 -1.17 1.98 0.431
H -0.29 2.52 1.71 0.365
H 2.95 -1.32 3.23 0.330
H -1.28 0.68 -0.24 0.205
H -3.06 -3.95 2.19 0.233
H -4.83 -2.43 -1.75 0.693
H 4.58 0.93 4.07 0.415
H -1.80 -2.27 -0.16 0.015
H -2.97 -0.45 0.79 0.065

=====

Run b
48
Properties=species:S:1:pos:R:3:mulliken_charge:R:1 method="wB97M-V/def2-TZVPD" total_charge=0 lumo_ev=0.168
O 1.69 1.60 -0.88 -0.346
O -3.16 1.70 -1.93 -0.431
O 3.99 -0.07 -2.48 -0.639
O 1.73 0.90 1.25 -0.650
O -4.40 1.69 0.85 -0.474
N 3.19 -0.78 -0.43 0.034
C 2.90 1.54 -1.12 -0.654
C 1.09 1.38 0.31 -0.184
C -4.47 1.37 -1.44 -0.583
C -0.82 -2.12 0.69 -1.320
C -3.09 1.68 0.51 0.616
C -1.06 1.36 1.47 -0.259
C -0.37 1.37 0.23 0.786
C 2.51 -3.15 -0.95 -1.289
C 0.73 -3.29 2.71 -1.304
C -2.46 1.45 1.85 -1.516
C 1.67 -3.30 1.41 -0.157
C 3.37 0.18 -1.48 0.592
C 0.21 -2.19 -0.10 0.837
C 3.75 -2.10 -0.82 -0.989
C -2.47 1.66 -0.81 -0.352
C -5.15 2.35 -0.41 -0.407
C -1.19 1.49 -0.76 1.107
C 1.50 -2.99 0.15 0.465
C -0.18 -2.15 2.24 -0.180
H 4.34 -2.40 0.31 0.260
H 0.28 -4.08 2.94 0.596
H -0.31 1.51 2.71 0.020
H -0.75 1.65 -1.84 0.215
H -1.14 -1.97 3.04 0.213
H 0.62 -1.06 -0.32 -0.383
H -4.68 0.29 -1.48 0.413
H 1.99 -3.06 -1.93 0.305
H 1.32 -2.97 3.41 0.509
H 4.62 -2.08 -1.38 0.590
H -6.24 2.14 -0.35 0.349
H 3.54 2.02 -0.34 0.304
H 2.98 -4.07 -0.73 0.530
H 3.09 2.06 -1.90 0.467
H -5.10 3.35 -0.73 0.293
H -1.29 -3.02 0.82 0.444
H 2.89 -0.44 0.36 0.398
H -2.85 1.55 2.69 0.861
H -1.52 -1.38 0.72 0.344
H -0.16 -2.64 -1.23 0.138
H 0.39 -1.02 2.37 0.042
H -5.08 1.51 -2.62 0.237
H 2.57 -3.95 1.79 0.153

=====

Stability check: which of them is most stable? run a.

=====

Run a
18
Properties=species:S:1:pos:R:3:mulliken_charge:R:1 method="wB97M-V/def2-TZVPD" total_charge=0 smiles="[H]/P=N/P.C=C(C)C" lumo_ev=-0.430
P -1.60 -1.11 0.72 0.076
P -3.45 0.00 -1.45 -0.065
N -2.35 -0.04 -0.15 -0.106
C 1.12 -0.41 -1.14 -1.178
C 1.18 0.13 0.32 0.653
C 0.37 1.19 0.58 -0.935
C 2.15 -0.52 1.18 -1.180
H -0.44 1.52 -0.04 0.416
H 0.69 -1.42 -1.12 0.318
H 2.95 0.12 1.47 0.330
H 2.17 -0.32 -1.39 0.541
H 2.58 -1.36 0.58 0.355
H 0.21 1.68 1.67 0.226
H 1.71 -1.17 2.01 0.236
H -1.67 -0.30 1.98 0.032
H 0.43 0.36 -1.69 0.212
H -2.44 0.26 -2.36 0.023
H -3.60 1.42 -1.16 0.048

=====

Run b
18
Properties=species:S:1:pos:R:3:mulliken_charge:R:1 method="wB97M-V/def2-TZVPD" total_charge=0 lumo_ev="-0.352 / -1.586"
P -2.81 -1.63 0.02 -0.076
P 1.49 -1.57 -0.66 0.068
N 0.32 -0.64 -0.51 -0.221
C -2.88 0.78 1.29 -0.763
C 3.20 -0.73 -0.41 -0.759
C -3.02 0.19 -0.06 -0.460
C 3.17 0.80 -0.79 -0.858
H -1.33 -1.57 0.18 0.060
H 4.01 -1.27 -0.84 0.430
H -2.20 0.42 -0.86 0.248
H 2.36 1.18 -0.13 0.267
H 2.94 0.65 -1.82 0.302
H 3.31 -0.77 0.56 0.430
H -3.69 1.63 1.61 0.244
H 4.17 1.11 -0.42 0.306
H -3.17 -0.14 1.86 0.218
H -1.84 1.14 1.53 0.224
H -4.02 0.43 -0.53 0.342

=====

Stability check: which of them is most stable? run a.

=====

Run a
11
Properties=species:S:1:pos:R:3:mulliken_charge:R:1 method="wB97M-V/def2-TZVPD" total_charge=+1 smiles="[H]/N=[N+](/N)OC" lumo_ev=-5.621
O -0.54 -0.16 0.53 -0.193
N 0.04 -1.92 -0.91 -0.415
N 0.29 -0.40 -0.45 0.810
N 1.07 0.23 -1.12 -0.438
C -0.36 1.13 1.23 -0.660
H -0.97 0.97 2.14 0.289
H -0.99 1.73 0.53 0.423
H 0.61 1.57 1.46 0.292
H 0.54 -2.16 -1.71 0.288
H 1.28 1.05 -0.67 0.288
H -0.97 -2.02 -1.03 0.317

=====

Run b
11
Properties=species:S:1:pos:R:3:mulliken_charge:R:1 method="wB97M-V/def2-TZVPD" total_charge=+1 lumo_ev=-5.285
O -2.24 0.03 -0.51 -0.280
N -2.68 0.37 0.55 0.024
N 0.51 -0.23 -0.48 0.302
N 0.30 1.00 0.10 -0.540
C 1.12 -1.12 0.18 -0.213
H 1.47 -2.02 -0.40 0.283
H 1.09 1.42 0.72 0.289
H -0.11 -0.45 -1.18 0.286
H 1.49 -0.82 1.13 0.304
H -3.28 1.25 0.36 0.260
H -0.32 1.62 -0.41 0.285

=====

Stability check: which of them is most stable? run b.